[1]
ORCA calculation (ωB97M-V/def2-TZVPD) on a 2-piece molecular cluster, C5H10O2 overall.

The spin multiplicity is 1. The calculation puts the strongest force on any atom at 0.4 eV/Å. As for the SMILES: C=CCO.CC=O. As for the LUMO energy: 0.031 hartree. The molar mass comes out at 102.13 u. The energy relative to the best compared isomer or geometry (same formula, charge and spin) is 227.6 kJ/mol. The calculated total energy is -9440.684 eV. As for the net charge: 0.

Structure (XYZ):
```
17
Properties=species:S:1:pos:R:3:forces:R:3
C -0.31695 0.01008 -2.06500 -0.06 0.01 0.05
C -1.05908 0.64524 -1.16577 0.05 0.01 -0.21
C -1.72206 -0.01517 0.00162 -0.05 -0.27 -0.34
O -1.55429 0.82014 1.13873 -0.15 -0.06 0.29
H -0.09985 -1.05015 -1.97785 -0.04 0.10 0.01
H 0.11670 0.52318 -2.91829 -0.10 0.01 0.12
H -1.24602 1.71215 -1.25847 0.00 -0.04 0.00
H -1.28480 -1.01264 0.15531 -0.03 0.13 0.05
H -2.79418 -0.15152 -0.21145 0.15 0.05 0.02
H -2.08340 0.44978 1.85522 0.11 0.13 -0.06
C 1.56772 -0.09498 1.52368 0.08 -0.06 0.18
C 1.94592 -0.52349 0.14196 -0.30 -0.23 -0.20
O 1.72474 -1.62538 -0.30543 0.24 0.33 0.18
H 0.82681 0.70980 1.46161 0.14 -0.04 -0.02
H 1.12981 -0.93703 2.06196 0.07 0.07 -0.01
H 2.44719 0.28021 2.06248 -0.15 -0.01 -0.12
H 2.40172 0.25978 -0.50031 0.06 -0.13 0.08
```
Forces are in eV/Å.

=====

[2]
ORCA calculation (ωB97M-V/def2-TZVPD) on Ca6O16P4 as an isolated structure.

The spin multiplicity is 1. The calculation puts the strongest force on any atom at 8.9 eV/Å. As for the LUMO energy: -0.154 hartree. The molar mass comes out at 620.35 u. The energy relative to the best compared isomer or geometry (same formula, charge and spin) is 4060.1 kJ/mol. The calculated total energy is -180522.392 eV. As for the net charge: 0.

Structure (XYZ):
```
26
Properties=species:S:1:pos:R:3:forces:R:3
Ca -7.51798 8.95046 -19.04555 -0.07 -0.15 -0.89
Ca -11.02724 16.19645 -25.15097 0.25 -0.11 0.05
Ca -10.44115 8.60673 -28.38072 0.11 0.12 0.40
Ca -12.34379 6.73318 -22.43283 0.42 0.21 -0.08
Ca -5.13171 14.37574 -23.52204 -0.85 -0.07 -0.88
Ca -4.15848 8.22544 -24.28207 -1.10 0.04 0.47
P -6.47798 4.70449 -22.02858 5.11 -2.93 -0.19
O -5.56134 5.75813 -21.36678 0.69 0.48 -0.09
O -6.08287 4.92171 -23.51098 0.28 -0.16 0.29
O -7.81372 5.07705 -21.65132 -4.05 0.09 1.00
O -5.90376 3.21383 -21.64964 -1.83 3.45 -1.16
P -8.32525 10.91719 -23.59415 -3.46 3.33 -4.77
O -8.06565 10.08129 -24.84148 -0.60 -0.45 -0.86
O -9.16427 10.26587 -22.52703 -2.28 -0.78 1.25
O -8.58483 12.44331 -23.92276 0.07 -1.40 0.42
O -7.09187 10.80489 -22.85306 7.83 -0.43 4.18
P -1.87926 13.62430 -27.08403 0.56 -1.88 1.99
O -2.75726 12.51843 -26.42959 0.98 1.51 -0.88
O -0.35920 13.49018 -26.88795 -1.75 0.01 -0.47
O -2.37344 15.00646 -26.55999 -0.19 0.05 -0.82
O -2.19465 14.06004 -28.54270 -0.17 0.26 1.01
P -6.08142 19.08864 -24.13953 0.84 -2.63 2.08
O -6.88325 20.34353 -23.92234 0.02 1.39 0.45
O -4.79917 19.61171 -24.79825 -0.66 0.17 -0.04
O -6.90604 18.24339 -25.09191 0.13 -0.74 -0.70
O -5.76696 18.28804 -22.82182 -0.29 0.62 -1.76
```
Forces are in eV/Å.

=====

[3]
ORCA calculation (ωB97M-V/def2-TZVPD) on an isolated ion of composition C9H7O2 and charge +1.

The spin multiplicity is 1. The calculation puts the strongest force on any atom at 4.5 eV/Å. As for the LUMO energy (alpha / beta): -0.213 / -0.213 hartree. The molar mass comes out at 147.15 u. The energy relative to the best compared isomer or geometry (same formula, charge and spin) is 123.8 kJ/mol. The calculated total energy is -13529.588 eV. As for the net charge: +1.

Structure (XYZ):
```
18
Properties=species:S:1:pos:R:3:forces:R:3
C -2.96846 -0.55093 0.24536 2.23 -0.43 0.10
C -2.04646 -1.61068 0.49568 -0.46 0.14 0.24
C -2.51110 0.74505 -0.02811 -1.82 1.46 -0.06
C -0.68173 -1.29156 0.58458 -1.23 -2.12 -0.82
C -1.16831 1.03900 -0.06576 -0.67 -0.02 -0.64
C -0.29206 -0.00956 0.17444 1.78 0.66 0.59
C 3.43792 -0.10348 -0.54270 0.79 0.42 0.02
C 3.09386 1.21826 -0.51158 3.05 1.34 -0.24
C 1.03300 0.46890 0.07758 3.59 -2.55 -0.74
O 2.51207 -0.93835 -0.38712 -2.71 0.84 0.92
O 1.83079 1.40385 -0.13287 -3.63 -0.82 0.95
H -3.99471 -0.77084 0.28087 -1.23 -0.09 -0.15
H -2.42937 -2.69019 0.62532 0.80 2.02 -0.02
H -3.26258 1.57968 -0.22206 1.09 -1.33 0.29
H -0.06035 -2.18370 0.76850 0.40 1.15 -0.06
H -0.71276 1.98676 -0.34438 -0.70 0.07 0.06
H 4.49982 -0.41775 -0.58287 -0.69 0.11 -0.20
H 3.72045 2.12554 -0.43491 -0.59 -0.88 -0.24
```
Forces are in eV/Å.

=====

[4]
ORCA calculation (ωB97M-V/def2-TZVPD) on a 6-piece molecular cluster, C38H51NPS overall.

The spin multiplicity is 1. The calculation puts the strongest force on any atom at 0.9 eV/Å. As for the LUMO energy: -0.129 hartree. The molar mass comes out at 584.87 u. The calculated total energy is -61839.864 eV. As for the net charge: +1.

Structure (XYZ):
```
92
Properties=species:S:1:pos:R:3:forces:R:3
C 0.27523 -1.88257 -0.27065 0.20 0.16 -0.31
C 0.01097 -0.76230 -1.30040 0.13 -0.11 0.25
C -1.34314 -0.07408 -1.16836 0.11 -0.16 -0.02
C -2.49920 -1.06457 -1.25740 0.16 0.50 -0.06
N -3.76359 -0.37868 -1.66365 -0.22 -0.23 0.05
S -5.01124 -0.53557 -0.56192 0.68 0.02 0.57
P -6.71584 -0.08481 -1.77918 -0.37 0.47 -0.51
C -7.17898 -1.70173 -2.49909 0.12 -0.38 0.14
C -6.95084 -2.95513 -1.65142 -0.18 -0.06 -0.19
C -8.00724 0.12200 -0.49636 0.14 -0.22 -0.07
C -9.21945 0.77283 -1.19508 0.24 -0.16 0.02
H 0.51592 -2.81602 -0.77363 -0.06 -0.13 0.04
H 1.14431 -1.62468 0.32829 -0.03 -0.08 0.20
H -0.56186 -2.06840 0.39967 -0.03 0.03 0.10
H 0.78013 -0.00096 -1.18136 0.02 0.08 -0.13
H 0.13562 -1.15851 -2.30826 -0.09 0.05 -0.10
H -1.45801 0.66281 -1.96227 0.00 0.07 -0.03
H -1.38095 0.45440 -0.21405 -0.13 0.10 0.01
H -2.64354 -1.54945 -0.29249 -0.05 -0.18 -0.03
H -2.27571 -1.82965 -1.99939 -0.07 -0.12 -0.01
H -4.08420 -0.65884 -2.58269 0.14 0.02 -0.10
H -5.02446 -1.87129 -0.32024 -0.30 -0.09 -0.09
H -8.24824 -1.58466 -2.69242 -0.04 0.14 -0.06
H -6.70255 -1.79438 -3.47264 0.00 -0.02 -0.09
H -7.12935 -2.77888 -0.59100 -0.01 -0.02 0.07
H -5.94915 -3.35830 -1.79146 0.09 0.04 0.08
H -7.64073 -3.73845 -1.95773 0.00 -0.06 -0.03
H -7.61672 0.73781 0.31007 0.00 0.12 0.03
H -8.27258 -0.85441 -0.09301 -0.05 0.05 0.22
H -8.91898 1.34461 -2.07340 -0.03 0.15 0.01
H -9.91436 0.00784 -1.52789 -0.15 0.02 0.01
H -9.72077 1.44682 -0.50971 -0.16 0.01 0.01
C 4.22803 0.97942 4.08136 0.01 0.01 0.01
C 2.95767 0.86855 4.63045 -0.01 0.02 0.02
C 1.86404 0.63290 3.80929 -0.01 0.00 0.00
C 2.04393 0.50320 2.43899 -0.01 -0.01 -0.02
C 3.31476 0.60496 1.89036 -0.01 -0.01 -0.03
C 4.40742 0.84622 2.71167 0.01 -0.02 0.00
H 5.07798 1.16656 4.72445 0.00 0.00 0.01
H 2.82247 0.96807 5.69970 0.00 0.01 0.01
H 0.87328 0.55183 4.23772 0.00 -0.01 0.01
H 1.19128 0.32358 1.79455 -0.02 0.00 0.01
H 3.45532 0.50055 0.82148 0.00 0.00 -0.01
H 5.39775 0.93230 2.28428 0.01 0.00 0.00
C 6.82156 -1.28594 6.91486 0.01 0.01 0.00
C 7.22920 -1.14567 8.23402 0.01 0.00 0.01
C 6.28549 -0.99020 9.23962 0.00 0.00 0.01
C 4.93318 -0.97824 8.92786 -0.01 0.00 0.01
C 4.52503 -1.11919 7.60901 -0.03 0.01 -0.01
C 5.46934 -1.27015 6.60312 0.00 -0.02 -0.02
H 7.55718 -1.40770 6.13024 0.00 0.00 0.00
H 8.28314 -1.15894 8.47884 0.01 0.00 0.00
H 6.60424 -0.87921 10.26771 0.00 0.00 0.01
H 4.19784 -0.86099 9.71320 0.00 0.00 0.01
H 3.46979 -1.11542 7.36386 0.00 -0.01 0.00
H 5.14967 -1.37672 5.57447 0.02 -0.01 -0.01
C 2.98582 -5.25199 4.83167 0.00 -0.01 0.00
C 2.09287 -5.55805 3.81472 -0.01 -0.01 0.00
C 1.67097 -4.56490 2.94187 -0.01 0.01 -0.01
C 2.14485 -3.26849 3.08507 -0.04 0.00 -0.04
C 3.04036 -2.96248 4.09962 0.02 0.01 0.03
C 3.45994 -3.95505 4.97501 0.00 0.02 0.01
H 3.31452 -6.02542 5.51336 0.00 0.00 0.01
H 1.72734 -6.57051 3.70201 0.00 -0.01 0.00
H 0.97299 -4.80311 2.14850 0.01 -0.01 -0.01
H 1.81793 -2.49122 2.40605 0.01 0.02 0.01
H 3.40554 -1.94785 4.20368 -0.01 0.01 -0.01
H 4.15494 -3.71783 5.77043 0.01 0.00 0.00
C 3.20009 2.04840 -5.56180 0.00 0.00 0.00
C 1.85929 2.27993 -5.83474 0.00 -0.01 -0.03
C 0.94601 2.37655 -4.79454 -0.05 -0.02 0.01
C 1.37650 2.24545 -3.48194 -0.04 -0.03 0.04
C 2.71752 2.01515 -3.20741 0.00 -0.01 0.02
C 3.62945 1.91537 -4.24841 0.01 -0.01 0.00
H 3.91210 1.97348 -6.37309 0.01 0.00 -0.01
H 1.52420 2.38753 -6.85839 -0.01 0.00 -0.01
H -0.09995 2.55733 -5.00944 0.00 0.04 -0.02
H 0.66386 2.32651 -2.66947 0.01 0.03 0.01
H 3.05342 1.91798 -2.18255 0.01 0.01 0.01
H 4.67539 1.73663 -4.03661 0.01 0.00 0.00
C -0.83382 4.97947 -8.38330 0.00 -0.02 0.00
C -0.39339 5.14168 -7.07739 0.04 -0.01 0.00
C -1.31267 5.29771 -6.04934 -0.01 -0.02 0.03
C -2.67244 5.28751 -6.32706 0.00 -0.01 0.01
C -3.11291 5.12376 -7.63323 -0.01 -0.01 0.00
C -2.19370 4.97082 -8.66134 0.00 0.00 -0.01
H -0.11701 4.86220 -9.18562 0.00 0.01 -0.01
H 0.66691 5.14740 -6.85938 0.01 0.01 0.01
H -0.96751 5.43054 -5.03169 0.01 0.01 0.00
H -3.38961 5.41323 -5.52580 -0.01 0.01 0.00
H -4.17311 5.12032 -7.85100 -0.01 0.01 0.00
H -2.53679 4.84939 -9.68044 0.00 0.00 -0.01
```
Forces are in eV/Å.